Record 1
Formula: C17H34GaNO7
Source: OMol25
Level of theory: ωB97M-V with the def2-TZVPD basis set

HOMO energy = 0.4 eV
orbital gap = 3.773 eV
E_LUMO = 4.1 eV
charge = -2

Cartesian coordinates (Å):
H: 1.99 0.45 -0.91
C: -0.92 1.84 -1.25
H: 0.68 1.01 -2.47
H: -5.74 -0.52 -2.48
H: -1.88 2.08 -1.72
C: 3.14 0.90 4.48
C: 2.49 0.57 0.06
N: -1.13 1.47 -4.38
O: -5.23 -0.61 0.10
H: -2.80 -0.67 1.53
C: 1.02 1.56 5.33
C: -1.02 -1.46 -1.93
H: 3.52 -2.94 -3.05
H: -5.21 -2.19 -2.42
H: 4.37 -0.15 -0.62
H: 1.01 -1.34 0.36
Ga: -1.07 -0.03 -0.43
H: 4.15 -0.29 1.13
H: -0.66 0.57 -4.38
H: 2.16 -3.09 -0.93
C: 0.20 1.98 -2.30
H: -3.20 0.91 0.82
H: -6.94 -1.83 -2.52
H: 1.33 0.95 3.26
H: 2.95 1.57 0.05
H: 3.68 2.30 6.06
H: -0.78 2.57 -0.44
H: -3.75 -0.36 -1.35
C: -6.12 -1.47 -0.56
C: 1.82 1.52 4.04
C: 2.82 -2.25 -1.14
H: -7.12 -1.12 -0.30
H: 2.17 -1.50 -1.61
C: -0.30 2.44 -3.67
C: 3.22 1.31 5.94
O: -0.36 -2.52 -1.65
H: 4.00 1.23 3.90
H: 4.64 -1.83 -2.26
H: 0.17 -0.82 1.80
O: -0.15 1.73 5.51
H: -3.64 -1.84 -0.42
C: 0.51 -0.49 0.82
C: -5.99 -1.51 -2.08
H: -6.01 -2.49 -0.17
H: -0.90 3.35 -3.55
O: 3.32 -1.79 0.11
C: 3.94 -2.65 -2.09
C: -2.87 -0.11 0.59
H: 4.50 -3.50 -1.69
O: -1.61 -1.23 -3.02
H: -1.94 1.23 -3.81
H: 0.55 2.69 -4.32
H: 3.08 -0.19 4.39
H: 0.99 2.67 -1.96
C: 3.65 -0.42 0.17
C: -3.84 -0.76 -0.34
H: 1.94 2.55 3.69
H: 3.75 0.60 6.58
O: 1.87 1.39 6.40
O: 1.55 0.54 1.09

Record 2
Formula: C17H25Br3F5KLiN4O2S
Source: OMol25
Level of theory: ωB97M-V with the def2-TZVPD basis set

HOMO energy = -8.6 eV
orbital gap = 3.721 eV
E_LUMO = -4.9 eV
charge = +1

Cartesian coordinates (Å):
H: -5.52 2.71 1.83
C: 0.38 -3.86 2.99
C: -4.15 4.65 0.17
H: -1.13 1.14 -1.63
C: -5.41 5.58 2.20
C: -5.36 2.67 0.75
Br: 6.45 -0.78 -5.59
N: -3.04 5.07 2.36
S: 3.50 -4.77 -2.55
H: 1.30 0.60 -1.38
N: 3.28 -5.43 -1.04
H: -3.18 4.07 2.51
H: -0.20 -1.92 1.06
C: 1.54 -3.75 4.09
H: -5.01 4.90 -0.46
H: -5.33 1.62 0.47
C: -1.88 0.01 0.16
H: 8.21 -0.27 -7.27
H: -6.19 3.15 0.22
H: 4.11 -0.86 -1.56
H: 2.20 -5.68 1.64
F: 2.04 -2.48 3.96
C: 0.52 -2.68 0.67
F: -0.45 -2.77 3.24
O: -4.11 3.25 0.42
C: 0.96 -3.82 1.54
H: 3.88 -0.66 0.13
H: 1.05 -0.10 0.27
F: 2.51 -4.69 3.93
C: 0.61 -0.03 -0.76
C: 0.98 -2.45 -0.71
C: 4.27 -0.10 -0.75
Br: 6.67 1.63 -7.68
C: 1.96 -3.44 -1.29
N: 2.53 -3.40 -2.56
C: 2.37 -4.60 -0.38
C: 7.12 -0.21 -7.32
H: -2.79 0.68 0.19
C: 1.88 -4.81 1.01
H: -5.62 4.66 2.75
O: 3.78 1.12 -0.97
H: -3.86 6.54 1.12
H: -6.25 5.76 1.52
H: -2.19 -0.95 -0.35
C: -4.09 5.52 1.44
H: -0.49 -1.55 -1.72
H: -2.14 5.11 1.87
F: 0.92 -3.83 5.32
F: -0.45 -5.01 3.22
H: -0.50 1.69 -0.01
Br: 6.54 -1.39 -8.73
H: -1.64 -0.22 1.23
C: -0.75 0.77 -0.63
H: -3.26 4.86 -0.42
H: -5.40 6.39 2.93
Li: -0.71 -6.87 3.94
K: 3.69 0.77 -3.30
H: 5.36 -0.19 -0.59
N: 0.48 -1.34 -1.46

Record 3
Formula: C37H71N2O12
Source: OMol25
Level of theory: ωB97M-V with the def2-TZVPD basis set

HOMO energy = -10.6 eV
orbital gap = 7.509 eV
E_LUMO = -3.1 eV
charge = +1

Cartesian coordinates (Å):
H: 1.89 8.67 4.20
N: 0.56 0.39 2.16
H: 0.14 3.29 5.70
O: -2.38 7.14 4.44
C: 3.81 -3.90 0.63
H: 1.72 -3.97 -1.31
H: 5.61 0.89 1.28
H: 3.29 -9.08 -1.08
C: 1.77 7.61 4.44
C: 2.47 -3.23 0.56
H: 4.12 -3.99 1.67
H: 1.13 -10.49 -0.47
H: -2.52 3.42 3.75
H: -1.53 7.05 3.90
C: 10.95 -2.16 -0.49
C: 7.87 -0.61 2.16
H: -0.39 6.04 5.86
H: -4.86 -1.02 -3.84
H: -7.71 4.25 -2.45
C: -10.85 0.97 -4.59
H: 9.12 -2.59 -1.51
C: -1.61 2.91 4.27
O: -5.11 5.40 -1.26
C: -8.56 -0.18 -4.83
H: -8.25 0.48 -5.65
O: 5.07 -6.58 -0.73
H: 8.12 0.46 2.15
C: 11.95 -2.86 -1.37
H: -7.25 0.99 -0.94
H: 6.13 -7.28 -2.89
O: -9.33 0.74 -2.76
H: -2.01 2.14 5.05
N: -0.79 2.09 3.24
H: -2.25 -8.84 -2.48
H: 11.51 -3.78 -1.76
H: -0.46 -11.07 0.07
H: 5.03 -0.48 2.27
C: 1.45 6.83 3.20
C: -6.92 -0.02 -1.21
O: 0.07 -8.52 -1.59
H: 3.41 6.43 2.44
H: -0.88 4.88 2.12
O: 7.00 -1.65 0.20
H: -2.28 3.89 1.34
C: 2.47 6.85 2.08
H: -6.29 -1.90 -3.25
H: -1.72 6.93 0.69
H: -4.04 4.71 -3.41
H: 9.04 -1.22 -0.38
H: -1.48 5.45 -1.82
H: 0.90 -2.52 -0.70
C: -1.21 5.17 5.82
C: 0.44 1.44 1.08
C: -1.10 4.01 1.35
H: -1.92 -10.56 -2.78
H: 4.80 -0.49 0.51
C: 3.19 -8.00 -1.15
C: -1.91 -9.78 -2.02
C: 1.87 -3.01 -0.81
H: -7.67 -0.43 -4.23
H: 8.77 -1.17 1.90
C: 5.18 -7.80 -2.78
H: 9.87 -1.01 -1.94
H: 12.84 -3.12 -0.78
C: 6.80 -0.89 1.14
C: -6.04 0.06 -2.43
H: 2.85 -7.61 -0.19
O: -5.79 1.13 -2.97
H: 0.21 -11.60 -1.51
C: -1.78 5.05 -0.76
C: 4.53 -7.38 -1.49
C: -9.56 0.53 -3.95
H: 0.95 7.50 5.16
H: -5.64 4.46 -4.15
H: 2.11 6.25 1.25
H: 2.46 -7.73 -1.92
H: 4.55 -3.30 0.10
H: -11.47 1.47 -3.84
H: 12.26 -2.21 -2.19
H: 2.62 7.88 1.74
H: -9.00 -1.10 -5.22
H: -0.28 0.16 4.46
H: 5.36 -8.87 -2.77
H: -6.36 -0.44 -0.37
H: -11.39 0.10 -4.97
H: 0.87 1.52 -0.01
H: 4.53 -7.52 -3.62
H: 0.18 4.33 4.11
H: 2.52 -2.37 -1.40
H: 2.69 7.22 4.90
C: -5.65 4.60 -2.01
O: -3.73 5.25 5.25
C: -2.54 5.85 5.14
C: -5.00 4.19 -3.31
H: -7.33 4.38 -0.72
H: 1.10 -0.50 2.10
H: -4.85 -1.71 -2.20
H: -3.28 5.87 0.78
H: -2.65 4.26 -0.94
C: 0.13 -10.77 -0.81
O: -0.67 4.45 0.01
C: -5.48 -1.23 -2.96
C: -6.98 3.99 -1.68
C: -0.52 -9.59 -1.48
C: -0.54 3.94 4.97
C: -2.49 6.34 0.03
H: 7.53 -0.91 3.15
O: 11.18 -1.94 0.69
C: 5.47 -0.19 1.32
H: -2.59 -10.03 -1.20
H: -1.39 4.83 6.93
H: 3.75 -4.90 0.19
C: 9.66 -1.72 -1.13
H: -7.80 -0.64 -1.42
H: -6.88 2.90 -1.60
O: 0.40 6.20 3.09
H: -10.64 1.68 -5.40
H: -3.11 7.03 -0.70
H: -4.81 3.11 -3.30
O: 1.88 -2.88 1.58
C: -0.16 0.73 3.44
C: -0.49 2.57 1.83

Record 4
Formula: C2HN3O2
Source: OMol25
Level of theory: ωB97M-V with the def2-TZVPD basis set

HOMO energy = -11.7 eV
orbital gap = 12.462 eV
E_LUMO = 0.7 eV
charge = 0
ΔE to the lowest compared entry with this formula, charge and spin = 36.0 kJ/mol

Cartesian coordinates (Å):
N: 0.37 3.02 0.41
N: -0.51 2.74 -0.16
N: 1.95 0.14 -0.66
H: 2.75 0.22 -1.24
O: -4.01 0.89 1.22
C: -3.75 0.12 0.40
C: 1.22 0.28 0.23
O: -3.52 -0.65 -0.43

Record 5
Formula: C7H7O5STi
Source: OMol25
Level of theory: ωB97M-V with the def2-TZVPD basis set

HOMO energy (spin up / spin down) = -17.6 / -17.5 eV
2S+1 = 2
orbital gap (spin up / spin down) = 6.924 / 6.218 eV
E_LUMO (spin up / spin down) = -10.7 / -11.3 eV
charge = +2
ΔE to the lowest compared entry with this formula, charge and spin = 444.9 kJ/mol
expectation value of S² = 1.059

Cartesian coordinates (Å):
C: 1.59 -1.54 -0.54
H: -1.31 0.44 -0.06
O: 1.30 -2.22 0.62
C: 1.50 -1.24 3.40
H: 2.00 -0.47 2.78
C: 2.41 -1.12 -1.60
C: -0.66 2.52 -3.56
O: -0.51 1.78 -2.79
Ti: -0.13 -0.47 0.43
O: 0.22 2.72 1.11
C: -0.59 -2.94 2.82
H: 0.35 -3.55 2.84
H: 1.91 -2.24 3.21
H: 1.70 -1.00 4.46
O: 3.19 -0.88 -2.56
H: -1.27 -3.34 3.63
C: 0.04 1.59 1.00
H: -1.16 -3.07 1.85
O: -3.25 -0.84 -0.31
S: -0.27 -1.23 3.22
C: -2.20 -0.70 0.11

Record 6
Formula: C2H4N2P2
Source: OMol25
Level of theory: ωB97M-V with the def2-TZVPD basis set

HOMO energy (spin up / spin down) = -7.7 / -7.8 eV
orbital gap (spin up / spin down) = 5.953 / 6.848 eV
E_LUMO (spin up / spin down) = -1.8 / -1.0 eV
charge = 0
ΔE to the lowest compared entry with this formula, charge and spin = 303.8 kJ/mol

Cartesian coordinates (Å):
H: -0.97 -2.03 0.65
H: 0.10 0.38 2.85
C: -0.21 0.63 -1.94
P: -1.26 -0.93 -1.56
C: -0.55 -1.21 0.08
H: 1.45 1.37 1.50
P: 1.15 -0.02 1.97
H: -0.39 0.99 -3.05
N: 0.39 1.19 -1.06
N: 0.29 -0.37 0.56

Record 7
Formula: C5H10FO5S2
Source: OMol25
Level of theory: ωB97M-V with the def2-TZVPD basis set

HOMO energy = -5.0 eV
orbital gap = 8.441 eV
E_LUMO = 3.4 eV
charge = -1
ΔE to the lowest compared entry with this formula, charge and spin = 28.2 kJ/mol

Cartesian coordinates (Å):
C: -0.03 2.25 0.32
H: 0.80 -3.67 -1.77
S: 0.87 1.56 1.72
H: -2.38 2.14 -1.77
O: -0.48 -0.73 0.30
O: 0.46 -1.23 -1.92
S: 1.00 -0.88 -0.61
H: -1.90 1.49 0.78
H: 1.12 -2.29 1.04
F: 0.77 2.85 -0.58
H: -0.33 -0.10 1.10
H: 2.55 -2.81 -0.10
C: -2.12 2.88 -1.05
O: 1.46 2.66 2.43
C: -1.35 2.17 0.11
H: -2.94 3.46 -0.52
O: -0.16 0.82 2.48
C: 0.59 -3.71 -0.62
H: -0.49 -3.65 -0.66
O: 1.90 0.70 1.13
H: 0.75 -4.81 -0.43
H: -1.49 3.59 -1.46
C: 1.41 -2.69 0.08

Record 8
Formula: C6H12O4
Source: OMol25
Level of theory: ωB97M-V with the def2-TZVPD basis set

HOMO energy (spin up / spin down) = -2.7 / -2.7 eV
2S+1 = 2
orbital gap (spin up / spin down) = 5.863 / 5.667 eV
E_LUMO (spin up / spin down) = 3.1 / 2.9 eV
charge = -1
ΔE to the lowest compared entry with this formula, charge and spin = 0.0 kJ/mol
expectation value of S² = 0.753

Cartesian coordinates (Å):
H: -3.17 0.06 -2.15
O: 0.92 -0.41 2.60
O: -0.98 -1.40 3.71
H: 1.30 0.32 -2.30
O: -1.22 0.60 -2.00
H: -2.80 1.69 -2.80
C: 1.62 -0.73 1.46
O: 1.47 0.86 -0.30
C: -0.33 1.59 -1.79
H: 1.74 2.02 -1.93
C: 1.09 1.19 -1.64
H: 0.84 -2.37 3.51
H: 2.66 -0.40 1.50
H: -0.71 2.53 -1.38
H: 1.03 -1.17 -0.55
C: 0.91 -0.34 0.18
C: 0.06 -1.77 2.96
H: -2.85 1.42 -1.02
H: -0.18 -0.25 0.29
C: -2.59 0.97 -1.99
H: 1.46 -1.95 1.52
H: -0.28 -2.45 2.13

Taking the records one at a time from the top gives energy values of -86377.2348; -279160.2570; -67056.7183; -10655.6266; -51535.1124; -23691.7731; -39972.0785; -14602.2787 eV.